(one)
ORCA calculation (the ωB97M-V functional and the def2-TZVPD basis) on one molecule with the formula C2H4N4S2.

Geometry as XYZ:
```
12
C2H4N4S2 (the ωB97M-V functional and the def2-TZVPD basis)
S 1.54 -1.95 -0.12
C 0.32 -1.03 0.94
C 0.06 0.40 0.59
N 0.33 1.37 1.38
N -0.13 2.50 0.78
N -0.68 2.26 -0.34
N -0.57 0.89 -0.53
S -1.28 0.10 -1.82
H 0.65 -2.38 -1.05
H 0.71 -1.00 1.98
H -0.62 -1.55 0.99
H -0.32 0.40 -2.79
```

Computed properties:
spin multiplicity: 1
net charge: 0
structure (SMILES): SCc1nnnn1S

(two)
ORCA calculation (the ωB97M-V functional and the def2-TZVPD basis) on a 2-piece molecular cluster, C2H4N4S2 overall.

Geometry as XYZ:
```
12
C2H4N4S2 (the ωB97M-V functional and the def2-TZVPD basis)
C -0.23 -0.56 0.03
C 1.74 0.98 0.33
N -0.40 -1.85 -0.11
N 0.82 -2.35 -0.06
N 1.72 -1.45 0.10
N 1.08 -0.28 0.17
S -4.01 0.11 -0.30
S -2.67 1.38 0.34
H 2.00 1.13 1.38
H 2.65 0.98 -0.27
H 1.06 1.77 0.01
H -3.77 0.14 -1.63
```

Computed properties:
spin multiplicity: 1
net charge: 0

Q: What are the energies relative to the best structure? A: (one) 0.000; (two) 2.786, in eV.

(one)
ORCA calculation (the ωB97M-V functional and the def2-TZVPD basis) on a 2-piece molecular cluster, C2H4O2S2 overall.

Geometry as XYZ:
```
10
C2H4O2S2 (the ωB97M-V functional and the def2-TZVPD basis)
C -0.29 -1.16 0.21
C -1.28 -0.45 -0.30
O 2.26 0.93 -0.01
O 1.15 1.48 2.10
S -1.14 0.65 -1.66
S 1.19 1.61 0.67
H 0.71 -1.13 -0.19
H -2.29 -0.48 0.08
H -0.44 -1.81 1.05
H 0.14 0.37 -1.95
```

Computed properties:
spin multiplicity: 1
net charge: 0

(two)
ORCA calculation (the ωB97M-V functional and the def2-TZVPD basis) on C2H4O2S2 as an isolated structure.

Geometry as XYZ:
```
10
C2H4O2S2 (the ωB97M-V functional and the def2-TZVPD basis)
C 0.89 -0.41 0.65
C -1.55 0.07 -0.38
O 3.30 -1.20 0.03
O 0.49 1.78 -0.54
S 2.30 -0.17 -0.19
S -0.17 1.01 0.50
H 0.58 -1.18 1.37
H -2.02 1.03 -0.64
H -2.33 -0.32 0.37
H -1.50 -0.59 -1.17
```

Computed properties:
spin multiplicity: 1
net charge: 0

Q: What are the energies relative to the best structure? A: (one) 0.000; (two) 2.019, in eV.

(one)
ORCA calculation (the ωB97M-V functional and the def2-TZVPD basis) on one molecule with the formula C2H4O2S2.

Geometry as XYZ:
```
10
C2H4O2S2 (the ωB97M-V functional and the def2-TZVPD basis)
C -0.24 0.11 0.64
C -0.25 0.61 -0.77
O 0.68 -0.48 1.24
O -1.39 0.13 1.30
S 2.23 -0.79 0.65
S -0.24 -0.74 -1.96
H 0.65 1.20 -0.84
H -1.06 1.39 -1.08
H -1.16 -0.24 2.15
H 0.80 -1.20 -1.32
```

Computed properties:
spin multiplicity: 1
net charge: 0

(two)
ORCA calculation (the ωB97M-V functional and the def2-TZVPD basis) on a 2-piece molecular cluster, C2H4O2S2 overall.

Geometry as XYZ:
```
10
C2H4O2S2 (the ωB97M-V functional and the def2-TZVPD basis)
C -1.05 0.72 -0.43
C -0.68 -0.61 -0.81
O -1.51 1.80 -0.60
O 1.36 0.37 2.03
S 2.19 -0.27 0.63
S -0.28 0.16 2.14
H 0.14 -1.00 -0.30
H -1.55 -1.09 -0.51
H -0.48 -0.64 -1.90
H 1.85 0.55 -0.26
```

Computed properties:
spin multiplicity: 1
net charge: 0

Q: What are the energies relative to the best structure? A: (one) 0.000; (two) 2.162, in eV.

(one)
ORCA calculation (the ωB97M-V functional and the def2-TZVPD basis) on a 2-piece molecular cluster, C3H8O2 overall.

Geometry as XYZ:
```
13
C3H8O2 (the ωB97M-V functional and the def2-TZVPD basis)
C 2.10 -0.24 1.69
C 0.83 -0.71 1.03
O -0.26 -0.20 1.07
H 2.13 0.86 1.69
H 2.92 -0.63 1.09
H 2.04 -0.50 2.74
H 0.89 -1.72 0.63
C -1.49 0.11 -2.20
O -1.01 1.04 -1.27
H -2.52 -0.24 -2.04
H -1.35 0.55 -3.18
H -0.90 -0.84 -2.20
H -0.91 0.57 -0.40
```

Computed properties:
spin multiplicity: 1
net charge: 0
structure (SMILES): CC=O.CO

(two)
ORCA calculation (the ωB97M-V functional and the def2-TZVPD basis) on a 2-piece molecular cluster, C3H8O2 overall.

Geometry as XYZ:
```
13
C3H8O2 (the ωB97M-V functional and the def2-TZVPD basis)
C 0.03 0.61 -1.59
C -0.50 0.36 -0.39
O -1.29 1.25 0.25
C -0.33 -0.95 0.35
O -0.51 -0.69 1.74
H 0.66 -0.13 -2.07
H -0.15 1.55 -2.10
H -1.36 0.92 1.16
H -1.09 -1.67 0.00
H 0.66 -1.37 0.15
H -0.98 -1.43 2.14
H 2.17 0.80 -0.07
H 2.70 0.73 0.45
```

Computed properties:
spin multiplicity: 1
net charge: 0
structure (SMILES): C=C(O)CO.[H][H]

Q: What are the energies relative to the best structure? A: (one) 0.000; (two) 0.660, in eV.